14
Properties=species:S:1:pos:R:3:lowdin_charge:R:1 method="wB97M-V/def2-TZVPD" gap_ha=0.3804
C 1.91 0.71 -0.48 -0.14
N 0.46 0.72 -0.49 0.01
C -0.10 -0.25 0.13 -0.38
N 0.51 -1.30 0.77 0.15
C -1.61 -0.29 0.28 -0.48
N -2.25 0.76 -0.27 0.17
O -2.15 -1.21 0.86 0.04
H 2.33 -0.07 -1.12 0.08
H 2.29 0.54 0.54 0.08
H 2.29 1.67 -0.84 0.07
H -0.14 -1.99 1.12 0.09
H 1.39 -1.63 0.41 0.09
H -1.70 1.49 -0.71 0.09
H -3.24 0.84 -0.17 0.12


14
Properties=species:S:1:pos:R:3:lowdin_charge:R:1 method="wB97M-V/def2-TZVPD" smiles="[H]/N=C/NC(=O)NC" gap_ha=0.3804
H 2.17 0.38 2.18 0.05
N 1.61 -0.44 1.94 0.12
C 1.38 -0.43 0.70 -0.30
N 0.60 -1.46 0.09 0.09
C -0.57 -1.05 -0.52 -0.57
O -1.14 -1.65 -1.40 0.07
N -0.99 0.16 0.02 -0.02
C -1.20 1.32 -0.81 -0.09
H 1.70 0.36 0.00 0.13
H 0.99 -2.37 -0.12 0.15
H -0.81 0.30 1.00 0.11
H -0.47 1.34 -1.62 0.09
H -1.06 2.21 -0.20 0.08
H -2.20 1.34 -1.25 0.08


14
Properties=species:S:1:pos:R:3:lowdin_charge:R:1 method="wB97M-V/def2-TZVPD" gap_ha="0.2787 / 0.2785"
C 1.16 0.10 0.52 -0.16
N -0.25 -0.18 0.93 -0.18
N -0.51 -1.48 0.91 -0.03
C -1.11 0.70 -0.21 -0.24
C 0.92 -0.09 -0.93 -0.19
N -1.35 1.93 -0.18 0.08
O 0.60 -1.27 -1.36 -0.02
H -1.50 -1.59 1.15 0.06
H 0.02 -1.79 -0.48 0.14
H -0.60 2.49 0.21 0.05
H 1.42 1.12 0.79 0.12
H 1.83 -0.63 0.98 0.12
H -1.83 0.01 -0.67 0.10
H 1.21 0.67 -1.66 0.14


| no. | largest force on an atom (Eh/bohr) | electronic energy (eV) |
| --- | --- | --- |
| 1 | 0.00834 | -9743.00911 |
| 2 | 0.00813 | -9741.95265 |
| 3 | 0.03900 | -9737.41597 |